{
  "formula": "C25H48P2Re",
  "method": "ωB97M-V/def2-TZVPD",
  "symbols": ["Re", "C", "C", "C", "C", "C", "C", "H", "H", "H", "C", "H", "H", "H", "C", "H", "H", "H", "C", "H", "H", "H", "C", "H", "H", "H", "C", "C", "C", "C", "C", "C", "C", "C", "H", "H", "H", "H", "H", "H", "H", "H", "H", "H", "H", "H", "P", "C", "H", "H", "H", "C", "H", "H", "H", "C", "H", "H", "H", "P", "C", "H", "H", "H", "C", "H", "H", "H", "C", "H", "H", "H", "C", "H", "H", "H"],
  "xyz": [[-0.40219, -0.46035, -1.82725], [-0.61025, -2.40888, 0.38018], [-0.28365, -2.55547, -1.03800], [1.59697, -1.80759, 0.14955], [0.54019, -1.99637, 1.07996], [1.13641, -2.15634, -1.16949], [-1.92485, -2.80253, 0.93915], [-2.70918, -2.70870, 0.17492], [-2.22546, -2.16886, 1.79152], [-1.93201, -3.85497, 1.26151], [0.63512, -1.86803, 2.56371], [-0.35318, -1.68628, 3.01209], [1.29819, -1.04416, 2.87385], [1.02953, -2.79114, 3.00988], [3.01675, -1.48681, 0.43539], [3.68468, -2.36500, 0.33028], [3.15886, -1.07567, 1.44260], [3.40359, -0.74653, -0.28730], [2.01550, -2.68923, -2.24778], [1.93796, -3.78299, -2.31066], [3.07006, -2.46677, -2.05301], [1.72412, -2.27306, -3.21625], [-0.89075, -3.67350, -1.84518], [-0.66961, -4.64167, -1.35371], [-0.46944, -3.71748, -2.86289], [-1.98390, -3.57757, -1.90093], [-1.88992, 0.96115, -1.60317], [-2.35314, -0.43031, -1.55058], [-3.11390, -1.04977, -2.69568], [-2.25735, -1.38057, -3.93111], [-0.77934, -1.04752, -3.71913], [-0.34167, 0.36462, -3.63721], [-1.35769, 1.46109, -3.99906], [-2.15556, 1.87322, -2.77006], [-3.95183, -0.40354, -2.98592], [-2.65919, -0.87348, -4.82455], [-3.56065, -1.98647, -2.32896], [-3.23679, 1.87724, -2.99859], [-2.04548, 1.48710, -0.64754], [-2.74021, -0.74183, -0.57088], [-1.84646, 2.88682, -2.47816], [-0.81967, 2.32330, -4.41960], [0.68363, 0.60084, -3.95465], [-2.06918, 1.12422, -4.76655], [-2.30658, -2.46301, -4.10208], [-0.10331, -1.72346, -4.25239], [-2.41840, 1.39208, 2.02435], [-2.29702, 1.02619, 3.79817], [-3.07811, 1.53298, 4.37278], [-1.30193, 1.34243, 4.14088], [-2.37847, -0.06384, 3.92401], [-2.38679, 3.21687, 1.87389], [-3.11422, 3.68363, 2.54739], [-2.61388, 3.50005, 0.83519], [-1.37444, 3.56941, 2.11380], [-4.16055, 1.01920, 1.58061], [-4.30614, 1.23969, 0.51318], [-4.86341, 1.61519, 2.17357], [-4.34670, -0.05165, 1.74124], [2.14681, 2.05446, -1.55740], [3.22376, 1.39792, -2.86515], [3.36680, 2.14513, -3.66156], [2.76925, 0.48605, -3.28935], [4.20116, 1.13719, -2.42126], [1.18119, 3.48524, -2.14635], [0.58027, 3.26990, -3.04339], [1.90064, 4.28462, -2.34901], [0.51150, 3.79399, -1.33357], [3.25293, 2.84122, -0.35979], [3.75171, 3.68063, -0.86397], [3.98797, 2.10625, -0.00166], [2.65530, 3.21453, 0.48845], [0.23835, 0.82702, -0.25938], [-0.01033, 1.89847, -0.15909], [1.17298, 0.62224, 0.30631], [-0.55485, 0.32260, 0.35564]],
  "forces_ev_per_a": [[1.74, -0.14, 5.54], [-0.60, -0.68, -2.51], [-0.86, -0.59, 1.36], [-0.02, -0.58, -1.93], [0.63, 0.46, 0.50], [1.08, -1.10, 2.10], [-0.48, 0.34, 0.13], [0.25, -0.13, 0.19], [0.21, -0.31, -0.21], [0.13, 0.22, 0.03], [-0.17, 0.37, 0.06], [0.30, -0.11, -0.19], [-0.14, -0.32, -0.20], [-0.01, 0.10, -0.10], [0.59, 0.45, 0.18], [-0.46, 0.26, 0.12], [-0.02, -0.14, -0.23], [-0.16, -0.20, 0.23], [0.40, 0.44, -0.26], [-0.16, 0.17, 0.03], [-0.22, 0.08, -0.13], [0.23, -0.26, -0.07], [-0.03, -0.44, -0.14], [-0.12, 0.36, -0.23], [-0.32, 0.09, 0.42], [0.32, -0.08, -0.09], [-2.04, 0.18, 0.15], [-2.25, 0.90, 0.40], [-0.75, -0.63, -0.34], [0.13, -0.16, -0.09], [0.86, -0.03, -2.15], [-0.47, 0.46, -2.29], [0.14, 0.09, -0.23], [-0.07, 0.44, -0.09], [0.07, -0.06, 0.20], [0.25, -0.30, 0.23], [-0.01, 0.33, -0.12], [0.34, 0.25, 0.20], [0.55, -0.41, -0.30], [0.28, 0.15, -0.17], [-0.37, -0.17, 0.00], [-0.25, -0.26, 0.00], [-0.22, -0.34, -0.18], [0.54, -0.04, -0.01], [-0.08, 0.33, -0.19], [-0.10, 0.12, 0.16], [0.20, -0.45, -0.87], [-0.03, 0.09, 0.11], [0.15, -0.12, 0.10], [-0.31, -0.08, 0.05], [-0.03, 0.34, 0.09], [0.13, -0.02, 0.16], [0.14, 0.06, -0.15], [0.01, -0.07, 0.30], [-0.29, 0.05, 0.00], [0.08, -0.02, 0.12], [-0.02, -0.04, 0.29], [0.01, -0.17, -0.12], [-0.08, 0.28, -0.02], [0.33, 0.81, -0.71], [0.05, -0.34, -0.17], [-0.04, -0.24, 0.22], [0.30, 0.41, 0.04], [-0.43, 0.11, -0.21], [-0.26, -0.41, -0.16], [0.30, 0.02, 0.35], [-0.15, -0.01, -0.06], [0.16, 0.02, -0.21], [-0.19, -0.41, 0.53], [-0.04, -0.20, 0.15], [-0.15, 0.36, -0.03], [0.33, -0.07, -0.28], [2.04, 1.52, 0.93], [0.07, -0.56, 0.06], [-0.55, 0.30, -0.12], [-0.38, -0.26, -0.19]],
  "lowdin_charge": [1.53, -0.16, -0.34, -0.20, -0.15, -0.28, 0.00, 0.09, 0.09, 0.13, 0.02, 0.08, 0.10, 0.12, -0.01, 0.12, 0.09, 0.08, -0.01, 0.12, 0.09, 0.08, -0.02, 0.12, 0.09, 0.08, -0.32, -0.34, -0.16, -0.16, -0.34, -0.34, -0.17, -0.17, 0.13, 0.12, 0.11, 0.13, 0.06, 0.10, 0.11, 0.11, 0.09, 0.12, 0.11, 0.11, 0.79, -0.30, 0.05, 0.04, 0.03, -0.28, 0.05, 0.04, 0.04, -0.28, 0.03, 0.05, 0.04, 0.94, -0.22, 0.08, 0.03, 0.07, -0.20, 0.04, 0.07, 0.06, -0.22, 0.08, 0.06, 0.07, -0.32, 0.01, 0.00, 0.00],
  "spin_multiplicity": 4,
  "energy_ev": -47390.1390,
  "charge": 2,
  "homo_ha": [-0.483, -0.487],
  "homo_lumo_gap_ev": [5.88, 4.21]
}